Entry 1:
{"formula": "C46H120N6O17", "method": "ωB97M-V/def2-TZVPD", "spin_multiplicity": 2, "homo_ev": [0.91, -6.78], "charge": -1, "symbols": ["O", "H", "N", "O", "H", "C", "H", "C", "H", "O", "H", "H", "C", "C", "C", "H", "H", "C", "H", "C", "H", "H", "C", "H", "H", "H", "H", "H", "C", "C", "C", "C", "H", "C", "C", "H", "C", "H", "H", "H", "H", "C", "C", "H", "H", "H", "H", "C", "H", "C", "C", "H", "H", "H", "H", "H", "H", "H", "C", "H", "H", "O", "C", "C", "C", "H", "H", "H", "H", "H", "O", "H", "C", "N", "C", "H", "C", "H", "H", "H", "H", "N", "C", "O", "H", "C", "H", "H", "C", "C", "H", "H", "C", "H", "H", "H", "H", "H", "H", "O", "H", "H", "C", "O", "H", "C", "H", "H", "H", "H", "H", "H", "C", "H", "H", "H", "H", "H", "H", "H", "H", "H", "O", "C", "H", "H", "N", "H", "C", "H", "H", "O", "H", "C", "C", "H", "C", "H", "H", "H", "H", "H", "H", "H", "H", "H", "C", "N", "H", "H", "C", "H", "C", "H", "H", "H", "H", "C", "O", "H", "H", "O", "H", "H", "H", "O", "H", "H", "C", "N", "H", "H", "C", "O", "H", "O", "H", "O", "H", "H", "H", "H", "H", "O", "H", "H", "H", "H", "H"], "xyz": [[0.60755, 0.83506, 2.57642], [1.60044, -4.76509, -5.43172], [-3.87108, 0.03142, -7.44071], [-1.05352, -5.50538, -2.42065], [-4.20112, 3.79493, 7.73730], [-0.85179, 5.30486, 4.55287], [1.29378, 1.76136, 4.34443], [-6.01579, -1.83121, 0.31422], [-1.43288, -3.78141, -4.79526], [3.38980, -5.88021, -1.93797], [-2.67668, -2.58686, -0.34287], [-6.13704, -2.11576, -0.73097], [3.36281, 3.69936, 5.27000], [-4.95889, -1.88391, -6.09074], [-4.85391, 1.48256, -9.33678], [-5.75374, -1.77687, -5.35260], [-4.33406, 0.22088, -5.44695], [-1.69494, -4.22876, -7.35122], [1.29003, -2.54041, -5.49393], [4.48102, 1.74425, 4.27749], [2.66932, 1.54284, 0.16617], [0.07486, 1.70981, 0.56004], [-5.34032, -0.47058, 0.57864], [4.16532, -0.66430, -0.00895], [3.02741, -7.79157, -1.55734], [-0.84476, -0.70228, 0.75743], [6.23640, 6.47841, 6.50577], [-1.80698, -0.96820, 5.36942], [-2.39071, -5.65709, -2.93779], [2.55601, -0.86336, -1.96852], [2.49104, -5.98696, -3.10219], [-5.00500, 0.16770, -11.44505], [-2.12826, 2.21151, -4.00557], [-2.53604, 5.39212, 6.12948], [-2.88903, -1.82318, 3.76693], [5.19862, 1.78201, 0.25975], [-3.79162, 4.39045, 8.55325], [2.88989, -0.21786, -2.78090], [3.42405, 1.84438, 6.11619], [-2.68522, -4.77661, -3.50886], [2.59419, 3.28721, 0.44392], [0.04462, 2.32522, -4.37783], [3.89275, -7.13098, -1.50336], [-0.48360, -5.01401, -3.01675], [6.41041, -1.60775, 2.02237], [-6.14694, 1.30334, 0.47675], [-4.08359, -6.68382, -2.04120], [-1.27894, 1.52936, -4.04322], [1.39789, -0.54022, 3.88554], [5.48672, -0.08086, -1.72216], [0.68942, -1.44705, 2.04885], [4.67895, -1.66794, 2.31767], [0.99660, 3.25473, -1.53791], [-3.13200, -2.15875, 5.76635], [5.94909, 6.52153, 4.76114], [10.26140, 3.13812, 0.22801], [-1.30139, 4.43372, 4.07636], [-0.21897, 2.93842, -5.23958], [4.21935, 0.31989, 3.71473], [-0.84412, -3.59625, 0.84200], [1.48615, -1.14645, 1.36843], [-0.51296, -3.94920, -6.68344], [0.57167, -0.37923, 3.19306], [-1.66959, -2.64900, -0.75518], [1.04140, 2.39670, -0.86718], [2.97182, -4.02671, -3.82743], [-5.86935, 0.22201, -7.97653], [-5.66145, 2.06883, -9.77526], [7.26506, 1.59300, 1.31925], [-2.85832, 4.42984, 5.73165], [8.33813, 2.78072, -0.12947], [2.76743, 3.91494, 6.15722], [5.48434, 6.65832, 5.73757], [-0.51587, -1.55455, 1.18820], [0.53539, 1.90565, 3.57494], [0.58960, -2.45356, -3.90894], [5.64177, -1.44676, 2.77827], [-1.21646, -2.24706, -5.71315], [-5.08791, -0.83350, -11.86792], [7.39577, 0.61124, -1.54320], [4.51731, -7.34713, -0.63659], [1.12410, -4.49341, -4.58356], [-2.41631, -1.51318, -2.59219], [4.39736, 5.71509, 5.74288], [-5.61775, -2.69131, 0.85263], [-5.02762, 0.90890, -7.88830], [0.87470, 1.52306, -1.49732], [1.71999, -4.14099, -2.60741], [4.69499, 4.39559, 5.42188], [2.11706, -4.61990, -3.50245], [0.45496, 3.02272, -3.64761], [-2.88941, -1.14058, 2.91713], [-0.79689, -3.22694, -5.48532], [-6.03200, 0.47574, -11.64122], [5.36251, 1.62804, 4.90803], [5.19213, 7.70714, 5.78935], [-3.86190, -5.32685, -1.15097], [-5.97695, -4.22935, -5.33799], [1.81925, 1.71830, -4.79300], [-1.86090, -2.73059, 3.50106], [-1.48000, -4.54213, -8.37284], [-2.23089, -0.95554, -3.51021], [0.64105, -3.07682, -4.80169], [-1.48767, -1.59223, -1.60773], [-2.38345, -4.92707, -6.87539], [-2.83462, -1.28351, 5.18875], [-4.03539, 2.19913, -9.40495], [-2.54494, -2.48206, -3.07470], [-1.38104, 0.85136, -4.89057], [3.37908, 0.15802, 3.03958], [-2.66790, -6.66117, -1.00973], [-7.08333, -1.78833, 0.53014], [-0.59340, -2.67787, 0.31113], [-1.22722, 0.91232, -3.14618], [9.35027, 4.45885, 0.94401], [3.83053, -0.42358, 4.41057], [-0.11785, 4.97581, 5.28851], [5.85162, -0.71267, -2.53195], [5.57981, 2.66509, -1.03422], [-4.32256, 0.65749, -12.13966], [-0.40281, -0.61265, 3.62201], [-2.03706, 4.32800, 9.32974], [3.58534, -1.72346, -1.55494], [9.36599, 3.37836, 0.80126], [-0.38536, 2.11231, 4.12048], [1.54513, -6.49732, -2.92086], [3.49002, 2.29152, 5.21297], [3.35418, 2.58450, -0.98779], [-4.90802, -4.27900, -5.54538], [-3.02050, -0.95919, -5.71431], [2.75741, 4.15150, 4.48440], [-6.04227, 0.51744, -0.06454], [-2.48383, -6.42919, -3.70154], [-3.26214, -6.05659, -1.69490], [-1.71817, 5.17140, 7.53662], [-5.37601, -2.26767, -7.02178], [7.19708, 2.40923, 0.60005], [-0.28616, 5.84385, 3.79284], [5.36067, -1.90702, -0.63356], [1.70408, -1.49954, -2.20853], [4.65321, -7.40950, -2.23290], [2.21206, -0.12879, -1.24038], [-3.87860, -2.24314, 3.58667], [-0.70148, 4.79214, 7.43369], [-1.29830, -2.42625, 2.78520], [2.95809, -6.64366, -3.83615], [6.04551, 1.89701, -0.41675], [-2.37059, 4.16117, 8.39111], [5.22765, 4.37335, 4.47116], [-3.39822, -1.13517, -2.30748], [-4.13584, 4.04083, 9.97009], [0.90804, -2.41335, 2.50334], [-3.97461, -0.58561, -6.08606], [6.70973, 3.28301, 1.03260], [4.85093, 0.64583, -2.22791], [-5.18058, 4.27035, 10.17971], [0.76176, 2.82824, 3.04045], [4.64782, -1.11840, -0.87444], [-1.73114, 6.11499, 5.23584], [-5.36757, -0.24441, 1.64456], [-3.34632, 6.11569, 6.21891], [-3.39805, 4.65048, 11.00818], [-4.30839, -0.49845, 0.22872], [-1.79507, -3.60040, -1.27208], [-1.53095, 6.06534, 8.13153], [5.47443, -0.04785, 3.11921], [-5.30316, 1.65933, -7.14733], [5.22358, 4.02148, 6.29865], [2.50206, 2.50776, -0.31243], [6.52729, 0.63713, -1.02825], [-4.43050, -5.05993, -4.95359], [-4.98892, -4.74435, -6.52773], [-3.58801, 4.10411, 12.35440], [-4.60054, 0.17869, -10.05032], [9.47814, 2.89461, 1.77158], [-4.23661, -2.93611, -5.54553], [0.36699, -2.84290, -0.17724], [0.05228, 2.55955, 0.11391], [4.62976, 2.28188, 3.34105], [-3.40262, 3.03203, 12.42056], [-2.84115, 4.68533, 12.89521], [-3.88827, -0.66927, -8.16793], [-3.42140, -0.39665, 5.42806], [1.04129, 1.34916, -4.36859], [-4.07839, 5.43393, 8.42281], [5.87848, -2.03590, 3.66426], [-4.61706, 4.35573, 12.61100], [-2.13918, -3.26543, -7.60172], [-4.00566, 2.96510, 10.08825]], "forces_ev_per_a": [[-0.5, 2.7, 1.0], [-0.3, -0.2, -0.2], [-0.1, 1.2, -0.3], [-0.7, -0.4, 0.0], [-1.2, -0.1, 0.6], [1.6, -0.5, 0.0], [0.3, -0.2, -0.2], [-0.9, 0.0, -0.2], [-0.2, -0.1, -0.2], [-0.7, 0.9, 0.2], [-0.3, 0.4, 0.8], [0.9, 0.2, -0.4], [-0.4, 0.4, 1.0], [0.1, 0.7, 1.4], [1.1, -2.2, 0.7], [-0.7, 0.8, -0.4], [-0.1, -0.4, 0.3], [-0.2, 0.9, -1.8], [0.1, 0.0, -0.1], [-0.6, -1.8, 0.9], [0.3, 0.0, 0.6], [-0.4, -0.1, 0.8], [0.1, -1.6, 0.7], [0.6, 0.3, 0.6], [0.4, -0.7, 0.3], [0.4, 0.1, 0.1], [-0.1, -0.3, 0.2], [0.1, -0.3, 0.4], [0.2, 0.1, 1.3], [0.0, 0.3, -0.2], [0.7, -1.5, 1.1], [0.0, -0.5, 0.2], [-0.1, -0.1, 0.1], [1.6, 1.1, 2.0], [-0.9, 0.9, -1.4], [0.0, -1.2, 0.3], [0.9, 0.8, -0.1], [-0.3, -0.3, -0.6], [0.4, -0.1, -0.3], [-0.3, 0.5, 0.6], [-0.2, 0.1, -0.1], [-1.8, -0.2, 2.0], [-0.3, -0.9, -2.3], [0.1, 0.0, -0.7], [0.1, 0.5, 0.1], [0.2, 0.0, 0.1], [0.1, -0.5, -0.2], [1.2, 1.0, -0.3], [0.0, 0.1, 0.3], [-1.1, -0.8, -0.4], [-0.4, 0.9, -0.6], [0.0, -1.0, 0.0], [-0.6, 0.1, -0.1], [0.3, 0.4, 0.7], [0.5, 0.2, -0.1], [0.3, 0.3, 0.3], [-0.3, -0.1, 0.0], [0.8, -0.5, -0.9], [0.1, -0.8, 0.2], [0.3, -0.2, 0.5], [0.8, -0.1, 0.3], [-0.1, -0.1, 1.0], [-0.6, -3.0, -1.8], [-1.1, -0.5, 1.0], [1.7, 2.0, -1.1], [0.6, 0.0, 0.5], [-0.6, 0.2, 0.0], [-0.8, -0.7, 0.3], [0.7, 0.1, 0.1], [-0.1, -0.1, 0.0], [1.3, 0.8, 2.5], [0.1, 0.2, 0.2], [-0.1, -1.2, -1.1], [-0.9, 0.3, 1.7], [0.8, 0.4, -0.7], [-0.1, -0.5, 0.3], [-1.3, 1.4, 0.0], [-0.2, 0.1, 0.0], [0.6, -0.6, 0.8], [-0.1, 0.8, 0.3], [-0.8, 1.5, 1.0], [-0.4, 0.5, 0.8], [-1.9, -0.8, -2.3], [-0.4, 2.7, 0.6], [0.3, 0.2, 0.1], [-0.1, -0.7, 0.0], [0.1, -0.2, 0.2], [0.0, 0.1, 0.1], [-0.3, 0.9, 0.3], [0.3, 2.2, -0.7], [-1.2, 0.5, 0.5], [0.3, 1.1, 0.4], [2.9, 0.1, 0.6], [-0.1, 0.9, 0.5], [0.8, 0.1, -0.9], [-0.7, -0.3, 0.2], [0.8, 0.7, 0.0], [0.0, 0.5, 0.9], [0.3, -0.1, 0.0], [0.1, -1.4, 1.1], [0.4, -0.8, 0.1], [1.2, 0.7, 0.6], [-1.3, -1.2, -1.0], [1.9, 1.9, -0.4], [0.0, 0.1, 0.3], [0.6, -0.1, -0.7], [0.7, -0.5, -0.1], [-0.5, -0.7, 0.3], [-0.2, 0.0, -0.1], [0.0, 1.1, -1.1], [0.1, 0.2, -0.1], [-0.1, 0.3, 0.8], [0.0, -1.0, -0.8], [0.2, 0.4, 0.1], [-0.8, 0.0, -0.2], [0.9, -0.1, 1.3], [0.4, -0.6, -0.1], [0.5, 0.1, -0.1], [0.9, 0.3, -1.0], [0.2, 0.5, 0.4], [0.0, 0.4, 0.7], [0.8, -0.2, 0.1], [0.1, -0.5, -0.5], [0.2, -1.3, -2.1], [-0.7, -0.8, -0.5], [-0.1, -0.3, 0.9], [-0.9, -1.1, -1.6], [-0.5, 0.3, -0.6], [-0.2, 1.5, -1.0], [0.1, 0.2, -0.3], [0.3, -0.1, -0.6], [-1.1, 1.2, -1.4], [0.4, -0.6, 0.2], [-0.6, -0.3, -1.2], [-0.7, -0.7, -0.6], [0.0, 0.9, -0.7], [-3.1, 0.1, -2.4], [-0.3, 0.3, 0.0], [-0.2, 0.0, 0.5], [0.1, 0.2, -0.3], [-0.2, -0.6, -0.8], [0.1, -0.3, 0.8], [-0.1, -0.8, 0.3], [0.0, -0.1, -1.0], [-0.3, 0.5, -0.5], [0.5, 0.4, -0.5], [2.4, -0.3, 1.6], [0.4, 0.6, 0.1], [0.6, -0.3, 0.1], [-0.2, -0.1, 0.6], [-1.7, -1.8, 1.0], [-0.1, -0.1, -0.2], [-2.1, -0.8, -2.1], [0.3, 0.3, 0.6], [-0.5, 0.0, 0.0], [-0.4, -0.1, -0.3], [0.1, -0.1, -0.1], [0.4, 1.2, -0.2], [-0.7, 0.4, -0.7], [0.4, -0.4, 0.3], [-0.5, -0.7, 0.7], [1.1, 0.2, 0.0], [0.3, 0.0, 0.1], [1.0, -0.2, -0.3], [-0.7, 0.8, -0.4], [0.5, -0.2, 0.1], [0.4, 0.1, 0.0], [0.6, -0.8, -0.4], [-0.7, -1.5, 0.6], [-1.3, -0.1, 0.7], [0.3, 0.8, 0.5], [0.7, 0.4, -0.7], [0.1, 1.2, -2.1], [-0.9, 1.9, -1.6], [-0.6, -0.3, -0.1], [1.1, -4.0, 0.9], [0.3, -0.2, -0.3], [0.3, -0.5, -0.1], [0.1, 0.9, 0.6], [0.0, 0.0, -0.2], [-0.3, -0.3, 0.5], [0.5, -0.3, 0.1], [-0.5, -0.3, -0.3], [0.9, -0.9, -1.5], [0.0, 0.4, -0.3], [-0.3, -0.1, 0.0], [0.0, -0.2, 0.6], [-1.0, 0.1, 0.5], [-0.1, -0.4, 0.0]], "mulliken_charge": [0.078, 0.339, -0.366, -0.562, 0.380, -0.622, 0.329, -1.341, -0.481, -0.198, 0.094, 0.241, -0.845, -0.964, -0.664, 0.317, 0.514, -0.620, 0.558, -0.649, -0.282, 0.102, -0.253, -0.338, 0.310, -0.128, 0.301, 0.220, 0.748, 0.593, -0.602, -1.074, 0.515, -0.705, 0.017, -0.215, -0.381, 0.490, 0.287, -0.869, 0.358, -0.675, -0.856, 0.194, 0.260, 0.266, 0.472, -0.537, 0.329, -0.901, -0.931, 0.247, 0.338, 0.341, 0.314, 0.297, 0.334, 0.453, -0.336, 0.115, 0.094, -0.435, 0.694, 0.688, 0.181, 0.494, 0.239, 0.402, 0.483, 0.424, -0.319, 0.312, -0.918, 0.936, -1.109, -0.411, -0.778, 0.352, 0.311, 0.286, 0.285, -0.223, -0.036, -0.138, 0.381, -0.729, -0.122, -0.221, -0.204, -0.175, 0.179, 0.145, 0.443, 0.333, 0.237, 0.278, 0.300, 0.390, 0.107, -0.607, 0.405, -0.477, -0.120, 0.517, 0.221, -1.276, 0.311, 0.015, 0.132, -0.209, 0.314, 0.455, -0.969, -0.093, 0.298, 0.614, 0.214, 0.422, 0.353, 0.336, -0.882, 0.268, -0.327, -0.891, 0.432, 0.285, 0.130, 0.291, -1.282, -1.147, 0.114, -0.143, 0.572, -1.528, -0.474, 0.402, -0.788, 0.327, 0.312, -0.586, 0.290, -0.317, 0.354, 0.224, 0.131, 0.387, 0.019, -0.409, 0.222, 0.093, -0.849, 0.488, 0.894, 0.346, 0.238, 0.412, 0.222, 0.246, -0.235, 0.379, 0.264, -0.238, -0.246, -0.483, 0.240, -0.218, 0.564, 0.270, -0.510, -0.071, 0.151, 0.403, -0.740, -0.151, 0.318, 0.356, 0.325, -0.417, 0.320, 0.310, 0.224, 0.306, 0.343, -0.170, 0.258, 0.288, 0.291, 0.068, 0.361]}



Entry 2:
{"formula": "C6H14NO", "method": "ωB97M-V/def2-TZVPD", "spin_multiplicity": 2, "homo_ev": [-19.39, -18.82], "charge": 2, "relative_energy_kcal_mol": 170.6, "symbols": ["C", "C", "H", "H", "N", "H", "O", "H", "H", "H", "H", "H", "C", "C", "H", "H", "H", "H", "H", "C", "C", "H"], "xyz": [[-0.75948, -1.93121, 0.79444], [-0.63207, -0.09869, -0.90581], [2.27751, 1.45248, 1.46001], [-0.57131, -1.24626, 1.64771], [1.96914, 0.53274, 1.19589], [-0.32007, -0.69565, -2.99717], [0.07799, 0.13497, 2.63286], [-2.01270, 0.54981, 0.70921], [-2.07778, 1.48806, -0.76679], [0.86007, 1.55077, -1.18677], [2.74354, -0.08733, 1.40248], [-0.24698, -2.16329, -1.29157], [0.76600, 0.55026, -1.57178], [-1.41466, 0.95960, -0.09019], [0.44978, 0.17977, 3.54644], [-1.05574, -2.94773, 0.99695], [1.01110, 0.28410, 1.91257], [-0.82951, 1.02348, -2.91156], [-0.72940, 1.69686, 0.32699], [-0.54261, -1.48816, -0.50241], [-0.60345, 0.12458, -2.33206], [1.64064, 0.13083, -2.06945]], "forces_ev_per_a": [[0.4, 0.6, 0.0], [-4.6, -0.6, 0.6], [0.3, 0.8, 0.1], [-0.1, -0.1, 0.0], [-0.1, -0.2, -0.4], [-0.4, 0.0, 0.3], [1.1, 0.1, 0.4], [0.1, -0.2, 0.2], [-0.1, 0.0, -0.1], [0.1, 0.0, 0.6], [0.3, -0.4, 0.1], [-0.1, -0.4, -0.1], [0.5, 0.3, -2.1], [0.9, 0.1, -0.2], [-0.5, -0.1, -0.5], [-0.3, -0.3, 0.0], [-0.9, -0.1, 0.1], [-0.8, 0.3, 0.7], [-0.1, 0.0, 0.2], [1.3, 1.1, -0.2], [3.0, -0.2, -0.5], [0.0, -0.5, 0.8]], "mulliken_charge": [-0.480, 1.666, 0.326, 0.305, -0.529, 0.390, -0.627, 0.417, 0.411, 0.357, 0.310, 0.444, -0.552, -1.296, 0.311, 0.350, 0.354, 0.385, 0.396, -0.397, -0.884, 0.342]}